A cluster of 12 separate species, C51H135N15O18 in total, computed with ωB97M-V with the def2-TZVPD basis set.

LUMO level ... 0.44 eV
Energy relative to the best compared isomer or geometry (same formula, charge and spin) ... 0.0 kJ/mol
Energy ... -4199.50628 Eh
SMILES ... COC[C@H](C)N.COC[C@H](C)N.COC[C@H](C)N.COCCNCCOC.COCCNCCOC.COCCNCCOC.COCCNCCOC.COCCNCCOC.COCCNCCOC.NC(N)=O.NC(N)=O.NC(N)=O
Multiplicity ... 1
HOMO level ... -8.31 eV

Each line ends with the Löwdin charge.
Cartesian coordinates (Å):
H -4.31500 -0.54293 -5.27094  0.09
H -2.42063 -1.75465 -1.36336  0.05
H 1.18354 -1.85340 -1.30621  0.10
H -3.55474 -3.00399 0.22895  0.08
H -0.50164 -3.93919 -0.07242  0.06
H 0.96689 5.17978 -1.87364  0.11
C -2.27312 2.68257 2.91669  -0.09
C -0.68762 3.66703 -8.11873  -0.06
H 0.89713 -0.33435 5.44271  0.12
C 2.07681 3.72243 -5.48531  -0.37
N -0.31320 4.04261 0.23968  0.19
C 1.60126 -5.67597 1.93998  -0.19
H -7.51502 8.32025 2.43213  0.09
H -6.76707 -1.70972 5.79947  0.09
C 0.05866 -0.74118 4.86349  -0.21
H -1.90539 -1.52214 -4.80009  0.09
H -0.41150 0.34451 -4.10774  0.11
H 0.92488 -6.47047 2.30132  0.11
C -3.01322 1.75285 -4.10946  -0.76
C 12.07669 3.53986 0.07425  -0.21
H -1.57653 -8.09411 0.07455  0.06
H 3.17704 3.83575 -7.29639  0.08
H -0.17191 0.76232 6.94945  0.12
C -0.84941 -1.54965 -5.07206  -0.22
C 2.65859 -4.32537 -2.07680  -0.08
C -6.50653 5.31211 0.94522  -0.21
H -6.24660 -4.18913 3.33412  0.09
H 0.30155 -0.46801 -7.27813  0.09
H -0.71518 -1.92159 -6.11787  0.11
C 1.24012 -0.56823 -6.70146  -0.12
H 0.89724 -5.52446 -3.86375  0.13
H -1.23312 3.76264 0.59240  0.08
H 2.25813 4.77055 -5.27046  0.13
H 4.48026 0.95269 2.67203  0.12
H -7.22836 4.60123 0.50285  0.14
H 11.32881 6.42947 1.33788  0.09
H -0.33963 -3.81859 5.92926  0.08
H 2.01874 -0.01295 -7.24498  0.09
H 4.16719 3.18958 -6.01977  0.07
O -3.80336 -2.17657 -3.53734  -0.04
H -6.50661 5.19796 2.04026  0.10
H 0.97662 -7.76994 0.80420  0.08
O -0.56286 -1.85426 5.53494  -0.17
H 5.95256 -1.02169 1.82375  0.06
N -1.48961 -2.16383 -1.18967  0.07
H 4.71586 -2.00680 1.26054  0.05
C 1.59729 -7.13884 0.14942  -0.16
C -8.20114 7.48392 2.22706  -0.12
H -4.53741 5.70575 1.11980  0.12
C -0.68779 2.83699 6.44166  -0.18
C -5.69788 -1.52735 5.76581  -0.09
C -0.18542 3.64913 -1.03192  -0.72
H 0.27102 -4.06736 2.49316  0.10
H 2.76541 1.31260 -0.84086  0.09
C 0.73129 -1.29660 -0.49114  -0.18
H 5.66167 -2.58831 2.70289  0.08
H -4.91260 -4.68532 1.59216  0.09
H 9.56979 1.01927 -1.67992  0.10
H 2.23051 -3.65598 -1.30787  0.07
H -0.74225 2.57596 -8.25879  0.08
H 2.49183 -5.38272 -1.82403  0.08
O -0.76177 2.64474 -1.44496  -0.04
N -0.20382 -4.76379 0.45243  -0.05
H 0.62665 -3.27568 4.54659  0.07
C -0.10196 -3.73511 -4.35833  -0.21
H 6.43357 1.43717 1.69824  0.09
C -3.62686 -2.42191 2.90104  -0.20
C -1.37952 -5.55934 0.82101  -0.21
N -1.79633 0.80180 5.51910  -0.04
H -7.94146 -4.00378 2.81732  0.07
H 1.53344 3.81641 6.82768  0.10
H 2.18562 -5.31314 2.81243  0.12
H 2.50646 -2.07624 4.15952  0.03
C -4.53601 -2.71859 0.65089  -0.21
H -5.56291 -4.57148 -0.02877  0.13
H 5.52406 2.85660 1.09103  0.09
O 1.59282 -0.24270 -0.12662  -0.20
N 9.97152 2.22455 -0.10893  -0.04
O -8.15340 7.23783 0.82064  -0.19
H 1.38908 2.45086 3.31500  0.08
C 7.77411 1.25595 -0.58976  -0.23
H -1.55120 3.42159 6.16307  0.11
O 0.52337 4.08329 -7.40436  -0.20
H 7.10344 0.72036 -1.29898  0.13
H -2.83693 2.60879 3.85940  0.09
H -7.95169 6.58139 2.81719  0.08
H -0.98376 0.41993 -5.82243  0.12
H -3.02766 -0.04117 -3.06415  0.11
H 1.31737 1.41071 1.78733  0.07
C 0.24243 -3.00266 5.54887  -0.11
C -3.89917 -1.83723 4.22934  -0.23
H -1.24231 -2.53045 -2.13248  0.06
H -1.99719 -5.75998 -1.24260  0.12
C 4.07510 -1.12153 3.18396  -0.37
C 3.59904 0.23372 2.63525  -0.25
O 1.04427 0.06033 -5.46965  -0.21
C 3.15861 3.21773 -6.40784  -0.06
H -5.15863 -1.90226 6.61851  0.08
C -4.64516 3.84352 0.32008  -0.20
N -4.40870 -1.81934 1.78426  -0.03
H -5.34055 -1.63566 2.08276  0.08
H -5.11316 -4.07337 -3.96032  0.09
N 3.09661 -2.19650 3.36048  0.06
C 9.04255 1.79219 -1.19147  -0.21
H -1.03122 -0.53925 1.24147  0.05
H 11.27411 5.02961 2.37397  0.10
C -4.19543 3.14303 1.62085  -0.22
C -0.74896 -0.93658 -0.82045  -0.38
H -0.50120 1.15066 3.97800  0.09
H 11.00223 3.02558 -1.73148  0.11
O -3.30022 -6.80896 0.01545  -0.18
C 1.95392 0.63973 -1.17261  -0.08
N 0.73837 4.18949 -1.79702  0.17
N -5.13315 5.19935 0.45254  -0.08
H 0.84624 -6.55738 -0.43167  0.08
H 8.78806 2.59660 -1.90196  0.13
H -2.47083 1.43081 -2.18278  0.10
H -5.03159 -2.16097 -0.16224  0.12
O 11.37960 4.78131 0.22534  -0.18
C 0.76207 -4.53720 -3.39333  -0.19
H 0.25097 2.52081 -6.02621  0.12
C 1.93870 1.79957 2.57800  -0.08
H -4.20890 2.04831 1.42144  0.12
O -3.72812 1.51938 -5.06093  0.01
H -2.59098 -8.19067 -1.47151  0.12
H -0.99624 0.94535 0.23617  0.05
H -3.10046 -8.81034 0.19186  0.07
H -0.39446 3.23060 7.46226  0.13
H 4.55455 -0.96948 4.15955  0.13
H 12.32134 3.11541 1.05292  0.13
H -0.80796 -0.23464 -1.66832  0.10
H 2.38458 0.05053 -1.96190  0.08
H 2.53059 -2.21607 2.48612  0.08
H 11.90071 1.75207 -1.06367  0.13
H 5.32228 1.24835 0.26407  0.09
H -1.60346 -0.19001 3.73288  0.10
H 0.35488 -4.58295 -2.41866  0.08
H -0.64364 4.13145 -9.14741  0.10
H -3.77077 3.79643 -0.31167  0.10
H 1.37067 -3.72821 1.09154  0.08
H 1.02948 3.63325 -2.62009  0.06
H -3.63066 -0.76759 4.29127  0.11
H 12.77204 5.47000 1.50453  0.08
H -3.86463 -3.49552 3.02554  0.11
H -3.22002 -2.34413 4.90567  0.12
N -2.82051 0.98896 -3.05582  0.18
H -9.23945 7.79273 2.50380  0.10
H 0.85445 -2.00460 -3.98025  0.12
H -1.26605 3.16757 3.06324  0.10
H -2.43038 0.12216 5.90935  0.09
C -2.43341 -5.72445 -0.24002  -0.25
H 1.99169 4.21608 5.11387  0.08
H -7.04845 -5.46665 2.38245  0.09
H -5.93368 -3.49340 -5.30974  0.10
N -0.11641 -2.31026 -4.13076  -0.06
H -1.13537 -4.08608 -4.29423  0.12
C -0.32657 -0.11006 -5.09871  -0.22
H 0.11771 4.85927 0.69896  0.13
H 0.63011 -1.97168 0.31258  0.08
H -1.70071 1.29040 7.56789  0.11
O 2.34064 -6.23793 0.86480  -0.16
H -1.84186 -5.17604 1.75766  0.13
O -5.28893 -2.07976 4.51872  -0.19
H 1.59075 2.08891 -4.40018  0.05
H -2.40101 0.01935 0.36708  0.07
C 1.17727 4.05820 5.81288  -0.12
H 2.98976 2.65426 -4.00890  0.10
H 0.16045 -3.97262 -5.42989  0.13
N 2.01604 2.99179 -4.16287  0.03
C -0.95062 0.28043 4.48046  -0.23
H 1.08669 1.26329 -1.51383  0.08
C -6.98979 -4.38113 2.51408  -0.09
O -6.59048 -3.53735 1.42260  -0.19
H -1.09343 -6.55215 1.11682  0.08
C 11.70134 5.40290 1.40863  -0.16
H 8.10080 0.51058 0.14267  0.12
H 3.70604 -4.05944 -2.10887  0.08
H -5.38835 3.22341 -0.23350  0.13
H -3.04729 -4.80634 -0.34703  0.10
H 0.65224 4.98478 5.71737  0.08
O -2.88310 3.53863 1.93573  -0.23
H -1.53749 4.01814 -7.51047  0.08
C 0.72023 -4.44446 1.57333  -0.18
H 2.98474 2.18785 -6.76475  0.08
H 2.65061 2.46305 2.08348  0.08
H 0.50060 -1.06965 3.91079  0.11
C 0.64773 3.57174 -6.12185  -0.23
H 1.09392 -2.94559 6.18602  0.08
C -5.37081 -4.00093 0.90164  -0.24
H 1.45849 -1.63782 -6.56542  0.10
H -5.58356 -0.44523 5.71364  0.08
O 0.31755 3.01649 5.39247  -0.22
C -4.58922 -2.40235 -4.49984  -0.69
H -6.75156 6.76730 -0.58298  0.13
H -2.06736 1.69776 2.45949  0.07
H -4.88383 3.33949 2.46395  0.12
C -6.86597 6.71572 0.50656  -0.25
O 2.05432 -3.85584 -3.30835  -0.20
N -4.78868 -1.46665 -5.40308  0.17
H 0.00032 4.16435 -5.44134  0.11
C 5.17959 -1.73071 2.18669  -0.05
H -2.59997 -2.35496 2.56759  0.11
H 2.25862 -7.77552 -0.40193  0.09
N -5.05243 -3.62090 -4.84056  0.16
H -6.14769 7.42028 0.90035  0.11
C -1.06923 1.35373 6.69140  -0.17
C 11.23678 2.58826 -0.74114  -0.24
O 7.03547 2.34923 -0.04761  -0.19
H -1.78520 3.00047 -3.21412  0.07
H -2.60515 3.75800 -4.59176  0.12
H -5.09148 -1.62874 -6.35254  0.11
C -2.58598 -8.03316 -0.32446  -0.08
H 12.94413 3.70696 -0.55047  0.12
O 2.49642 0.70746 3.31553  -0.17
H 3.28555 0.18054 1.60018  0.10
N -2.31333 2.90910 -4.09463  0.16
H 9.51237 2.97438 0.41554  0.11
C 6.02097 1.92960 0.79288  -0.15
C -1.32702 -0.08060 0.33844  -0.03